Here is a structure of composition C26H33FN5O4SeSiW in a non-equilibrium geometry from the OMol25 dataset. Energies are from ωB97M-V/def2-TZVPD.

Computed properties:
relative energy (zero: lowest compared OMol25 entry of this formula, charge and spin) = 0.000 eV
frontier orbital gap = 6.868 eV
HOMO level = -15.95 eV

Structure (ORCA input):
```
! RIJCOSX wB97M-V def2-TZVPD def2/J DEFGRID3
* xyz 3 1
W 1.467 -2.000 -1.989
C 2.713 2.216 4.282
C 1.930 0.915 4.348
N 1.478 0.468 3.005
C 2.174 -0.475 2.392
C 1.880 -0.946 1.122
C 2.718 -2.077 0.641
O 3.737 -2.433 1.120
O 2.119 -2.735 -0.421
C 0.815 -0.379 0.413
O 0.498 -0.704 -0.824
C 0.030 0.608 1.082
C -1.115 1.166 0.484
C -1.870 2.077 1.147
F -2.981 2.523 0.548
C -1.553 2.537 2.458
C -0.411 1.993 3.035
C 0.367 1.029 2.385
N -2.327 3.465 3.133
C -3.382 4.258 2.482
C -3.872 5.353 3.429
N -2.720 5.877 4.237
C -2.156 4.817 5.163
C -2.462 3.438 4.585
H 3.015 2.501 5.289
H 2.127 3.029 3.854
H 3.616 2.095 3.685
H 1.054 0.981 4.991
H 2.549 0.115 4.745
H 3.018 -0.896 2.924
H -1.432 0.837 -0.495
H -0.106 2.345 4.007
H -4.251 3.662 2.201
H -2.980 4.710 1.576
H -4.613 4.995 4.140
H -4.308 6.176 2.868
H -3.014 6.693 4.778
H -1.989 6.204 3.603
H -2.615 4.946 6.142
H -1.088 5.003 5.245
H -3.474 3.124 4.853
H -1.793 2.711 5.034
C -0.798 0.924 -3.382
C -0.876 -0.466 -3.922
C -1.694 -0.804 -4.987
C -1.638 -2.081 -5.531
C -0.756 -3.029 -5.031
C 0.025 -2.638 -3.966
N -0.067 -1.410 -3.410
N 1.038 -3.337 -3.291
Si 2.048 -4.719 -3.963
C 0.921 -6.180 -4.102
C 3.380 -4.990 -2.697
C 2.703 -4.077 -5.573
H -0.213 1.537 -4.071
H -0.302 0.947 -2.416
H -1.788 1.372 -3.312
H -2.356 -0.058 -5.404
H -2.276 -2.337 -6.367
H -0.672 -4.019 -5.454
H 0.468 -6.449 -3.147
H 1.500 -7.042 -4.445
H 0.124 -6.027 -4.830
H 2.986 -5.272 -1.720
H 4.064 -4.147 -2.575
H 3.974 -5.831 -3.066
H 1.912 -3.956 -6.316
H 3.421 -4.790 -5.985
H 3.219 -3.122 -5.463
O -1.530 -3.841 0.161
C -0.822 -3.458 -0.616
Se 3.214 -0.921 -2.813
*
```